No. 1
Below is an isolated ion of composition C9H19N4O5P2S3 and charge +1 in a non-equilibrium geometry, with properties calculated with ωB97M-V/def2-TZVPD.

The geometry in XYZ format:
```
42
Properties=species:S:1:pos:R:3:forces:R:3:nbo_charge:R:1
C -1.653 1.236 3.279 -1.39 1.07 0.75 -0.30
O -0.665 0.291 2.728 -0.83 -0.72 -1.62 -0.55
C -1.215 -0.427 1.570 -2.90 2.21 1.94 0.04
N -0.190 -1.331 0.855 1.21 2.20 -1.40 -0.89
C 0.832 -0.507 0.051 2.67 2.35 -1.31 -0.33
C 2.003 0.195 0.942 1.11 0.82 -0.65 -0.47
C 2.971 1.044 -0.126 0.09 -1.07 -0.38 -0.51
S 2.229 2.755 -0.544 -0.55 -0.77 -1.03 0.20
C 1.741 2.800 -2.378 0.50 -0.65 -2.01 -0.09
S 2.919 2.680 -3.634 -3.11 0.18 3.14 0.17
N 0.235 2.914 -2.685 -1.89 -0.07 -0.50 -0.50
C -0.498 1.840 -3.475 -3.67 3.16 0.84 -0.12
C -2.057 2.353 -3.554 6.11 1.21 2.23 -0.09
N -2.127 3.685 -2.806 5.59 -2.50 -0.34 -0.43
C -0.733 4.023 -2.308 -2.75 -3.55 -2.24 0.14
P -1.166 -2.138 -0.454 -6.12 -4.75 -4.20 2.22
N -2.520 -2.834 0.082 3.21 0.87 -1.26 -1.25
O -1.698 -0.916 -1.630 2.23 -1.84 2.08 -0.94
O -0.254 -3.367 -1.296 0.58 3.68 2.03 -0.91
P 0.547 -2.530 1.946 1.27 -6.36 6.01 1.84
O 1.398 -1.854 3.324 -0.97 -0.40 -2.95 -0.95
O 1.715 -3.592 1.138 -1.85 2.23 0.75 -0.97
S -0.769 -3.777 2.753 0.81 1.56 -1.09 -0.46
H -1.626 1.216 4.459 0.27 -0.21 -2.54 0.24
H -2.768 0.970 2.977 2.36 0.40 0.46 0.20
H -1.430 2.343 2.937 -0.32 -2.36 0.47 0.22
H -1.599 0.352 0.778 0.94 -1.58 1.08 0.25
H -2.153 -1.029 1.965 2.18 0.54 -1.21 0.29
H 1.387 -1.187 -0.760 -1.36 1.14 1.94 0.25
H 0.314 0.363 -0.575 0.60 -1.99 1.48 0.31
H 2.720 -0.583 1.450 -1.56 1.31 -0.88 0.25
H 1.643 0.985 1.728 0.28 -1.90 -1.46 0.28
H 3.093 0.419 -1.126 0.00 1.43 2.05 0.24
H 4.016 1.264 0.365 -2.17 -0.55 -1.06 0.27
H 0.006 0.880 -3.924 -0.87 2.41 1.13 0.25
H -2.908 1.763 -4.102 1.75 1.70 1.40 0.25
H -0.452 5.010 -1.703 -0.62 -2.67 -1.60 0.26
H -2.467 -3.849 -0.187 -0.05 1.11 0.68 0.42
H -2.187 -1.369 -2.387 0.79 0.24 1.60 0.55
H 0.734 -3.209 -1.252 -1.25 -0.46 -0.21 0.51
H 1.137 -2.327 4.178 -0.18 0.42 -1.90 0.55
H 1.494 -4.554 1.400 -0.15 2.16 -0.23 0.56
```
Forces are in eV/Å.

The charge is +1. The orbital gap is 0.22201 hartree. The SMILES is COC[N@+](CCCSC(=S)n1ccnc1)(P(=N)(O)O)P(O)(O)=S. The value obtained for the total energy is -2826.252971 hartree.



No. 2
Below is C4H3N3OS2 as an isolated structure in a non-equilibrium geometry, with properties calculated with ωB97M-V/def2-TZVPD.

The geometry in XYZ format:
```
13
Properties=species:S:1:pos:R:3:forces:R:3:nbo_charge:R:1
C 0.554 1.010 2.757 -0.93 -1.44 -3.62 -0.13
C 0.132 0.131 0.638 -2.92 -0.51 -4.27 -0.01
C 1.116 0.281 -2.601 -0.93 -0.86 2.79 0.35
C -0.605 -0.251 -1.077 4.44 2.37 2.28 -0.04
N 1.250 -0.037 2.456 0.46 0.29 2.17 -0.24
N 0.962 -0.588 1.270 0.56 -0.14 -0.60 -0.29
N 0.609 1.411 -2.562 -1.45 1.65 -0.46 -0.57
O 0.471 -0.741 -1.864 0.43 -0.32 -0.83 -0.49
S -0.550 1.476 1.449 1.00 -0.22 0.85 0.33
S -0.898 1.381 -1.816 -1.03 -0.12 0.12 0.43
H 0.542 1.519 3.632 0.38 1.34 2.55 0.21
H 2.134 0.284 -2.885 0.87 -1.49 -0.53 0.22
H -1.328 -0.978 -0.824 -0.89 -0.56 -0.44 0.24
```
Forces are in eV/Å.

The orbital gap is 0.34973 hartree. The value obtained for the total energy is -1189.989271 hartree.



No. 3
Below is an isolated ion of composition C30H50N11O6 and charge +1 in a non-equilibrium geometry, with properties calculated with ωB97M-V/def2-TZVPD.

The geometry in XYZ format:
```
97
Properties=species:S:1:pos:R:3:forces:R:3:nbo_charge:R:1
C 1.401 -0.230 7.926 0.25 -0.02 -0.54 -0.17
C 1.691 -0.351 6.771 -0.32 -0.03 0.28 -0.08
C 1.967 -0.540 5.359 0.28 0.02 -0.33 -0.14
O 0.782 -0.746 4.579 0.22 0.16 0.15 -0.55
C -0.031 -1.831 4.972 -0.14 -0.62 -0.02 -0.09
C 0.510 -3.194 4.524 -0.05 0.44 0.30 -0.10
H 1.431 -3.451 5.062 -0.08 -0.04 -0.03 0.19
H -0.245 -3.954 4.747 0.02 0.02 0.01 0.20
O 0.774 -3.142 3.129 0.03 0.13 -0.10 -0.59
C 0.698 -4.394 2.469 0.07 -0.11 -0.44 -0.09
H -0.348 -4.721 2.421 0.08 0.00 0.03 0.18
C 1.299 -4.227 1.068 0.03 -0.15 0.48 -0.08
O 0.772 -3.129 0.353 0.01 0.02 0.15 -0.57
C -0.305 -3.377 -0.544 -0.48 0.11 -0.24 -0.10
C -1.695 -3.257 0.109 0.42 -0.20 -0.19 -0.25
N -1.813 -2.023 0.846 0.08 -0.01 0.29 -0.58
H -1.343 -1.995 1.738 -0.07 0.04 -0.04 0.39
C -1.937 -0.830 0.212 -0.17 0.51 0.04 0.64
N -2.519 -0.804 -0.971 -0.03 -0.46 -0.21 -0.63
C -2.578 0.407 -1.543 0.06 0.13 0.61 0.64
N -3.145 0.498 -2.765 -0.14 -0.02 -0.03 -0.39
C -2.831 1.621 -3.616 -0.04 0.34 -0.09 -0.23
H -3.752 2.027 -4.043 0.07 0.05 0.01 0.21
H -2.358 2.380 -2.993 -0.08 -0.03 -0.20 0.25
C -1.881 1.133 -4.744 -0.07 0.27 0.04 -0.24
N -1.280 -0.116 -4.330 -0.10 -0.20 -0.21 -0.43
C -0.168 -0.274 -3.587 0.08 0.28 -0.12 0.71
O 0.108 -1.339 -3.058 0.25 -0.17 0.02 -0.67
C 0.824 0.893 -3.458 0.02 -0.25 -0.51 -0.13
N 1.181 0.990 -2.068 0.24 -0.46 0.65 -0.15
C 1.655 0.033 -1.246 0.19 0.18 0.60 -0.08
C 1.730 0.656 -0.015 0.19 -0.38 -0.53 0.08
N 1.314 1.931 -0.176 0.23 0.14 0.61 -0.27
N 0.991 2.116 -1.398 -0.40 0.95 -0.73 -0.05
C 2.024 0.105 1.336 0.30 -0.11 -0.16 -0.11
N 0.819 -0.631 1.804 0.03 0.02 0.26 -0.82
H -0.123 -0.130 1.514 0.51 -0.20 0.18 0.46
H 0.800 -1.564 1.347 -0.07 0.29 0.18 0.45
H 2.201 0.938 2.022 -0.05 -0.10 -0.03 0.23
C 3.213 -0.871 1.360 -0.10 0.34 -0.24 -0.07
H 3.101 -1.593 0.541 0.02 0.05 -0.02 0.17
O 3.323 -1.522 2.597 -0.11 -0.24 0.41 -0.72
H 2.588 -2.145 2.704 0.08 0.01 0.01 0.48
H 4.145 -0.321 1.215 -0.12 0.00 -0.11 0.21
H 1.872 -0.959 -1.574 0.02 -0.22 -0.10 0.26
H 0.393 1.863 -3.708 0.04 -0.09 0.02 0.24
C 2.064 0.618 -4.341 -0.10 0.35 -0.01 -0.19
C 1.638 0.466 -5.798 0.10 -0.17 0.24 -0.62
H 2.501 0.236 -6.415 0.04 -0.01 -0.11 0.23
H 0.920 -0.343 -5.912 -0.05 -0.07 -0.12 0.22
H 1.191 1.387 -6.167 -0.07 0.14 -0.08 0.20
H 2.508 -0.325 -4.004 -0.05 0.01 0.06 0.21
C 3.088 1.747 -4.168 0.07 -0.28 0.07 -0.40
C 4.451 1.404 -4.758 -0.19 0.13 0.05 -0.60
H 5.158 2.200 -4.541 0.12 0.03 -0.03 0.22
H 4.398 1.287 -5.837 0.07 -0.04 -0.13 0.21
H 4.834 0.480 -4.329 0.08 -0.10 0.03 0.20
H 3.219 1.961 -3.104 -0.04 0.07 0.00 0.21
H 2.705 2.654 -4.639 -0.08 0.09 0.04 0.20
C -2.266 -1.186 -4.299 0.01 -0.37 0.02 -0.24
H -1.801 -2.049 -3.823 -0.12 0.12 -0.11 0.25
C -3.495 -0.699 -3.491 -0.11 -0.19 -0.04 -0.24
H -4.326 -0.451 -4.155 0.01 -0.03 0.05 0.21
H -3.814 -1.455 -2.776 -0.05 0.03 -0.20 0.25
H -2.544 -1.444 -5.323 0.00 -0.01 0.04 0.21
H -1.132 1.884 -4.982 -0.06 -0.03 -0.05 0.22
H -2.446 0.925 -5.656 0.11 0.06 0.02 0.21
N -2.163 1.535 -0.976 -0.05 0.19 -0.14 -0.63
C -1.653 1.430 0.250 -0.12 -0.35 -0.19 0.67
N -1.313 2.546 0.890 -0.15 -0.02 0.11 -0.38
C -0.753 2.572 2.221 -0.08 0.25 0.43 -0.26
H 0.315 2.810 2.148 -0.02 -0.06 0.03 0.21
H -0.897 1.606 2.703 0.05 0.06 0.02 0.22
C -1.463 3.663 3.037 0.12 -0.36 0.06 -0.07
O -1.386 4.912 2.401 0.12 0.14 0.08 -0.51
C -1.993 4.867 1.131 0.03 -0.13 -0.36 -0.08
H -3.061 4.620 1.234 0.07 0.04 -0.02 0.17
C -1.311 3.835 0.230 -0.16 0.52 -0.02 -0.26
H -0.271 4.124 0.046 -0.05 0.01 -0.03 0.22
H -1.838 3.737 -0.717 0.10 0.11 0.07 0.25
H -1.892 5.867 0.708 -0.05 -0.08 -0.04 0.21
H -2.517 3.377 3.183 0.09 0.01 0.01 0.17
H -0.983 3.780 4.010 -0.05 -0.09 -0.04 0.20
N -1.457 0.241 0.869 -0.42 0.07 0.02 -0.69
H 0.850 -0.746 2.838 0.00 -0.02 -0.41 0.46
H -1.890 -4.085 0.792 -0.06 0.03 -0.07 0.20
H -2.446 -3.258 -0.681 0.02 -0.14 0.07 0.24
H -0.194 -4.361 -1.010 0.06 0.01 0.00 0.18
H -0.212 -2.610 -1.318 -0.08 -0.16 0.05 0.24
H 2.372 -4.029 1.168 -0.06 -0.10 0.01 0.20
H 1.169 -5.159 0.509 0.04 0.03 0.00 0.20
H 1.276 -5.154 3.008 -0.03 0.00 -0.04 0.19
H -0.999 -1.646 4.496 0.03 -0.07 0.08 0.20
H -0.164 -1.838 6.059 -0.07 0.02 -0.09 0.22
H 2.669 -1.373 5.225 -0.07 0.18 -0.06 0.21
H 2.418 0.367 4.946 0.06 -0.22 0.02 0.23
H 1.191 -0.098 8.946 -0.15 0.06 0.60 0.24
```
Forces are in eV/Å.

The charge is +1. The orbital gap is 0.34526 hartree. The value obtained for the total energy is -2226.690639 hartree.



No. 4
Below is one molecule with the formula C17H24N2O3, with properties calculated with ωB97M-V/def2-TZVPD.

The geometry in XYZ format:
```
46
Properties=species:S:1:pos:R:3:forces:R:3:nbo_charge:R:1
C -8.646 -0.335 -0.393 -0.18 0.17 -0.07 -0.25
H -8.760 0.474 0.336 0.02 -0.03 -0.04 0.18
O -7.598 -1.205 -0.040 0.32 -0.17 0.09 -0.49
C -6.338 -0.708 0.048 0.18 0.06 0.02 0.30
C -5.344 -1.623 0.409 -0.19 0.00 -0.02 -0.25
C -4.034 -1.227 0.533 -0.05 0.17 -0.05 -0.15
C -3.658 0.101 0.298 -0.58 0.00 -0.12 -0.14
C -4.658 1.001 -0.070 0.38 -0.22 0.12 -0.16
C -5.979 0.614 -0.193 -0.47 -0.13 -0.05 -0.27
H -6.716 1.349 -0.476 -0.08 0.03 -0.02 0.21
H -4.398 2.033 -0.260 0.04 0.08 -0.02 0.21
C -2.292 0.574 0.416 0.63 -0.08 0.14 -0.14
C -1.245 -0.117 0.878 -0.41 0.05 0.00 -0.28
C 0.122 0.422 1.046 -0.02 0.25 -0.13 0.64
O 0.869 0.019 1.920 0.06 -0.20 0.14 -0.63
N 0.479 1.402 0.176 -0.05 0.14 -0.23 -0.62
H -0.123 1.605 -0.606 -0.02 -0.12 0.09 0.39
C 1.789 2.008 0.183 0.25 0.18 -0.07 -0.23
C 2.634 1.567 -1.016 -0.20 -0.17 0.30 -0.42
C 2.986 0.073 -0.992 0.01 0.14 -0.17 -0.22
N 4.380 -0.154 -0.644 0.04 -0.11 -0.02 -0.44
C 4.784 -1.521 -0.929 0.34 -0.02 0.07 -0.25
C 6.274 -1.680 -0.632 -0.23 -0.16 -0.30 -0.07
O 6.563 -1.387 0.713 0.01 -0.11 0.14 -0.52
C 6.154 -0.076 1.023 -0.22 0.30 0.12 -0.07
C 4.664 0.136 0.755 0.35 -0.07 0.00 -0.26
H 4.070 -0.509 1.425 -0.02 0.07 0.00 0.18
H 4.419 1.178 0.963 -0.02 0.02 0.08 0.20
H 6.731 0.643 0.422 -0.05 -0.03 0.08 0.16
H 6.377 0.073 2.081 -0.02 0.06 -0.07 0.19
H 6.844 -1.007 -1.291 -0.04 -0.08 0.02 0.16
H 6.593 -2.710 -0.799 -0.02 0.07 -0.06 0.19
H 4.215 -2.246 -0.320 0.01 0.00 -0.06 0.17
H 4.602 -1.732 -1.986 -0.01 -0.03 0.02 0.20
H 2.310 -0.459 -0.302 0.02 -0.05 -0.06 0.18
H 2.841 -0.349 -1.990 -0.02 -0.02 0.08 0.20
H 2.079 1.795 -1.929 0.04 0.07 -0.04 0.20
H 3.558 2.144 -1.041 0.04 0.05 -0.08 0.22
H 2.255 1.706 1.122 -0.03 0.13 -0.08 0.23
H 1.676 3.098 0.173 0.06 -0.09 0.09 0.19
H -1.358 -1.121 1.260 -0.01 -0.10 0.04 0.22
H -2.153 1.608 0.118 0.08 0.09 0.00 0.20
H -3.290 -1.956 0.811 0.07 -0.11 0.03 0.21
H -5.636 -2.646 0.589 -0.02 -0.12 0.02 0.23
H -8.496 0.092 -1.390 0.00 -0.01 0.05 0.18
H -9.548 -0.945 -0.396 0.04 0.09 -0.01 0.20
```
Forces are in eV/Å.

The orbital gap is 0.31739 hartree. The SMILES is COc1ccc(/C=C/C(=O)NCCCN2CCOCC2)cc1. The value obtained for the total energy is -997.390020 hartree.



Q: Which energy above the lowest of the compared OMol25 structures with the same formula, charge and spin values were calculated for the entries above? A: 8.650, 0.905, 0.163, 2.919, in eV.